# 1
C45H72F9N3O22P6S | ωB97M-V/def2-TZVPD

```
158
Properties=species:S:1:pos:R:3:lowdin_charge:R:1
C 2.453 0.244 3.498 -0.296
P 0.698 -0.517 3.309 0.897
C 0.619 -2.151 4.280 -0.297
C 0.242 -0.743 1.487 -0.203
C 1.221 -1.646 0.592 -0.065
C 2.573 -2.305 1.171 -0.160
C 3.880 -1.402 0.922 -0.173
C 4.537 -1.569 -0.542 -0.213
N 4.048 -0.539 -1.532 -0.093
C 4.700 0.791 -1.310 -0.194
C 4.329 1.845 -2.480 -0.083
C 3.648 3.221 -2.116 -0.036
C 3.291 4.314 -3.169 -0.092
C 3.619 4.063 -4.667 -0.054
C 4.266 2.680 -5.056 -0.004
C 4.614 1.603 -3.992 -0.186
O 5.213 0.384 -4.457 -0.037
C 0.923 -1.946 -0.923 -0.045
C 1.831 -2.866 -1.858 -0.087
C 0.969 -3.940 -2.730 -0.293
O 0.197 -4.776 -2.192 0.045
C 1.233 -3.866 -4.324 -0.096
C 2.694 -4.039 -4.889 -0.018
C 3.011 -3.933 -6.429 -0.069
C 1.863 -3.645 -7.453 -0.066
C 0.422 -3.524 -6.858 -0.069
C 0.088 -3.628 -5.349 -0.027
C -0.365 -1.318 -1.562 -0.171
N -0.860 -1.446 -2.923 -0.242
S -2.324 -0.576 -3.104 1.009
N -2.370 0.010 -1.508 -0.295
C -1.300 -0.411 -0.654 -0.153
C -1.043 -0.074 0.880 -0.006
C -2.041 0.864 1.693 -0.284
F -2.647 1.751 0.760 0.060
F -1.407 1.681 2.680 0.028
C -3.103 -0.069 2.493 -0.179
F -3.045 -1.448 2.084 0.071
F -2.633 -0.084 3.859 0.031
C -4.593 0.514 2.553 -0.182
F -5.329 -0.272 3.518 0.052
F -4.589 1.846 3.035 0.102
C -5.427 0.435 1.182 -0.283
F -5.544 1.783 0.691 0.070
F -4.815 -0.297 0.150 0.107
F -6.777 0.032 1.441 0.087
H 2.543 0.725 4.544 0.049
H 2.640 1.089 2.742 0.049
H 3.285 -0.555 3.457 0.033
H 1.660 -2.647 4.411 0.052
H 0.233 -1.912 5.341 0.033
H -0.131 -2.875 3.813 0.054
H 2.486 -2.437 2.320 0.080
H 2.687 -3.385 0.768 0.123
H 3.649 -0.289 1.069 0.086
H 4.717 -1.672 1.679 0.120
H 4.494 -2.638 -0.957 0.105
H 5.666 -1.338 -0.410 0.118
H 3.038 -0.360 -1.405 0.088
H 4.224 1.245 -0.351 0.103
H 5.823 0.740 -1.111 0.127
H 3.423 3.380 -1.007 0.082
H 2.818 5.320 -2.868 0.083
H 3.393 4.861 -5.459 0.085
H 4.459 2.533 -6.180 0.094
H 4.860 0.208 -5.356 0.102
H 2.405 -2.155 -2.570 0.124
H 2.610 -3.493 -1.299 0.103
H 3.603 -4.245 -4.222 0.094
H 4.067 -4.052 -6.850 0.083
H 2.093 -3.532 -8.571 0.090
H -0.438 -3.343 -7.587 0.084
H -0.981 -3.518 -4.978 0.088
C -3.141 4.476 -8.466 -0.132
O -2.986 3.722 -7.272 -0.323
P -3.080 2.008 -7.349 0.760
O -1.989 1.916 -8.408 -0.250
O -4.562 2.087 -8.069 -0.266
C -5.629 2.742 -7.393 -0.130
O -3.213 0.289 -7.293 -0.243
C -3.667 -0.222 -6.043 -0.184
H -2.271 5.124 -8.583 0.088
H -3.256 3.854 -9.353 0.087
H -4.029 5.106 -8.360 0.082
H -6.035 3.517 -8.047 0.088
H -5.304 3.201 -6.457 0.084
H -6.417 2.016 -7.180 0.086
H -4.662 0.168 -5.814 0.085
H -2.969 0.056 -5.249 -0.037
H -3.716 -1.311 -6.107 0.094
C 0.935 3.200 -10.198 -0.127
O 2.169 3.844 -10.493 -0.328
P 2.818 4.962 -9.362 0.755
O 2.783 3.953 -8.223 -0.253
O 1.419 5.837 -9.386 -0.269
C 0.963 6.385 -10.617 -0.131
O 3.521 6.150 -8.328 -0.259
C 4.323 7.112 -9.005 -0.151
H 1.081 2.121 -10.260 0.097
H 0.540 3.459 -9.216 0.081
H 0.206 3.494 -10.958 0.084
H -0.059 6.042 -10.795 0.085
H 1.590 6.084 -11.459 0.083
H 0.959 7.474 -10.545 0.085
H 3.722 7.662 -9.735 0.077
H 5.156 6.617 -9.509 0.080
H 4.722 7.816 -8.271 0.090
C -1.887 -6.171 8.843 -0.135
O -2.206 -5.386 7.703 -0.328
P -1.879 -3.700 7.731 0.748
O -0.410 -3.909 8.076 -0.257
O -2.764 -3.516 9.111 -0.266
C -4.137 -3.886 9.112 -0.128
O -1.652 -1.992 7.664 -0.254
C -2.559 -1.316 6.799 -0.152
H -1.241 -6.992 8.531 0.093
H -1.397 -5.600 9.632 0.087
H -2.815 -6.593 9.239 0.082
H -4.307 -4.602 9.919 0.088
H -4.442 -4.339 8.165 0.083
H -4.747 -3.000 9.296 0.087
H -3.589 -1.474 7.131 0.081
H -2.440 -1.681 5.776 0.061
H -2.337 -0.248 6.822 0.093
C -8.795 3.668 9.260 -0.135
O -9.067 3.225 7.938 -0.329
P -8.504 1.680 7.443 0.751
O -9.193 0.968 8.599 -0.250
O -6.956 2.072 7.861 -0.269
C -6.332 3.191 7.245 -0.128
O -7.939 0.177 6.814 -0.248
C -7.731 0.175 5.405 -0.154
H -9.738 3.936 9.739 0.093
H -8.278 2.922 9.864 0.087
H -8.172 4.565 9.199 0.082
H -5.983 3.871 8.026 0.088
H -7.014 3.731 6.584 0.084
H -5.471 2.849 6.668 0.083
H -6.980 0.922 5.134 0.068
H -8.669 0.389 4.889 0.084
H -7.377 -0.812 5.103 0.086
C 7.668 -4.841 3.799 -0.134
O 7.190 -4.854 5.137 -0.327
P 6.265 -3.524 5.706 0.755
O 5.264 -3.651 4.565 -0.265
O 7.464 -2.472 5.283 -0.270
C 8.754 -2.617 5.865 -0.129
O 5.365 -2.211 6.368 -0.255
C 5.502 -2.060 7.778 -0.147
H 7.330 -5.750 3.299 0.094
H 7.337 -3.969 3.234 0.084
H 8.761 -4.848 3.826 0.082
H 9.492 -2.703 5.065 0.088
H 8.820 -3.500 6.506 0.084
H 8.982 -1.729 6.458 0.086
H 6.547 -1.875 8.040 0.077
H 5.147 -2.960 8.287 0.083
H 4.898 -1.210 8.101 0.091
```

HOMO energy = -0.291 Eh
LUMO = -3.0 eV
SMILES string = CP(C)c1c(CCCNCc2ccccc2O)c(CC(=O)c2ccccc2)c2nsnc2c1C(F)(F)C(F)(F)C(F)(F)C(F)(F)F.COP(=O)(OC)OC.COP(=O)(OC)OC.COP(=O)(OC)OC.COP(=O)(OC)OC.COP(=O)(OC)OC
gap between HOMO and LUMO = 4.93 eV

---

# 2
C45H72GeN5O3P3SSc | ωB97M-V/def2-TZVPD

```
131
Properties=species:S:1:pos:R:3:lowdin_charge:R:1
Sc -0.381 -0.310 -0.135 0.543
C -0.864 0.825 -5.847 -0.098
C -0.612 1.399 -4.449 -0.507
C -1.476 2.657 -4.272 -0.091
P -0.911 0.155 -3.076 1.058
C -2.759 0.057 -3.107 -0.386
N -3.363 0.863 -2.060 -0.182
Ge -2.396 1.499 -0.468 0.970
N -1.821 3.264 -0.802 -0.196
C -0.420 3.562 -1.004 -0.375
P 0.709 2.350 -0.167 1.022
C 2.314 2.484 -1.098 -0.534
C 2.501 3.754 -1.930 -0.094
C 2.564 1.251 -1.964 -0.132
C 1.032 3.250 1.422 -0.540
C -0.306 3.594 2.085 -0.118
C 1.891 4.510 1.313 -0.092
C -2.786 4.056 -1.398 -0.253
C -2.556 5.187 -2.178 -0.017
C -3.620 5.823 -2.805 -0.055
C -4.915 5.341 -2.682 -0.060
C -5.158 4.232 -1.881 -0.017
C -4.106 3.629 -1.225 -0.181
N -4.287 2.495 -0.290 -0.051
C -5.250 1.528 -0.818 -0.192
C -6.560 1.420 -0.406 -0.015
C -7.406 0.527 -1.060 -0.075
C -6.923 -0.207 -2.132 -0.071
C -5.594 -0.114 -2.534 -0.026
C -4.719 0.736 -1.854 -0.277
C -4.584 2.940 1.065 -0.133
C -5.306 4.084 1.306 0.015
C -5.637 4.450 2.610 -0.010
C -5.245 3.657 3.689 -0.043
C -4.496 2.529 3.477 0.018
C -4.109 2.136 2.160 -0.231
N -3.323 1.109 1.854 -0.011
C -2.749 0.302 2.912 -0.332
P -1.016 -0.327 2.613 1.078
C -1.027 -1.973 3.472 -0.522
C -1.511 -1.930 4.924 -0.080
C -1.799 -3.027 2.691 -0.111
C 0.107 0.690 3.700 -0.524
C 1.325 -0.137 4.131 -0.093
C -0.519 1.413 4.892 -0.092
C -0.347 -1.439 -3.841 -0.543
C 1.167 -1.378 -4.055 -0.101
C -0.700 -2.681 -3.025 -0.107
H -0.621 1.597 -6.578 0.093
H -1.916 0.570 -5.990 0.087
H -0.261 -0.046 -6.090 0.065
H 0.441 1.685 -4.385 0.087
H -2.489 2.438 -3.932 0.071
H -1.559 3.169 -5.231 0.095
H -1.045 3.369 -3.578 0.039
H -3.032 -1.000 -3.037 0.041
H -3.105 0.393 -4.092 0.099
H -0.176 4.558 -0.619 0.094
H -0.144 3.570 -2.061 0.055
H 3.052 2.480 -0.289 0.092
H 1.887 3.722 -2.833 0.076
H 3.540 3.823 -2.256 0.095
H 2.263 4.667 -1.389 0.067
H 1.894 1.239 -2.823 0.039
H 2.425 0.326 -1.402 0.032
H 3.585 1.265 -2.351 0.100
H 1.587 2.532 2.035 0.086
H -0.801 4.405 1.549 0.085
H -0.141 3.927 3.110 0.094
H -1.003 2.752 2.101 0.041
H 1.417 5.276 0.698 0.077
H 2.885 4.312 0.915 0.074
H 2.017 4.935 2.310 0.094
H -1.550 5.561 -2.317 0.113
H -3.428 6.697 -3.413 0.115
H -5.731 5.825 -3.200 0.113
H -6.163 3.841 -1.773 0.128
H -6.934 2.032 0.405 0.123
H -8.439 0.439 -0.755 0.110
H -7.589 -0.869 -2.671 0.114
H -5.246 -0.703 -3.372 0.109
H -5.627 4.706 0.483 0.121
H -6.216 5.348 2.779 0.123
H -5.529 3.936 4.695 0.121
H -4.207 1.924 4.324 0.111
H -3.380 -0.582 3.067 0.094
H -2.724 0.830 3.865 0.053
H 0.024 -2.270 3.447 0.088
H -2.490 -1.457 5.024 0.079
H -0.819 -1.416 5.585 0.061
H -1.613 -2.951 5.294 0.094
H -2.874 -2.836 2.736 0.063
H -1.628 -4.004 3.145 0.104
H -1.475 -3.069 1.654 0.052
H 0.479 1.453 3.022 0.034
H 1.098 -0.787 4.975 0.081
H 2.120 0.538 4.452 0.095
H 1.712 -0.769 3.331 0.052
H -0.991 0.730 5.598 0.073
H -1.255 2.159 4.589 0.063
H 0.267 1.946 5.430 0.096
H -0.851 -1.521 -4.806 0.106
H 1.688 -1.321 -3.097 0.068
H 1.478 -0.528 -4.662 0.073
H 1.504 -2.286 -4.558 0.095
H -0.259 -2.664 -2.026 0.059
H -0.308 -3.562 -3.536 0.099
H -1.778 -2.818 -2.941 0.045
N 3.160 -0.129 1.081 0.030
C 3.226 -1.566 0.785 -0.158
C 1.849 -2.199 0.908 -0.571
O 1.597 -3.097 1.670 0.109
O 0.927 -1.656 0.116 -0.205
H 3.952 0.337 0.655 0.080
H 3.260 0.014 2.080 0.064
H 3.909 -2.120 1.429 0.128
H 3.552 -1.700 -0.249 0.127
O -2.066 -1.558 -0.253 -0.670
S -3.328 -2.235 -0.799 1.034
C -4.634 -2.021 0.427 -0.274
C -5.341 -3.371 0.455 -0.200
C -4.239 -4.431 0.514 -0.200
C -3.181 -4.031 -0.516 -0.266
H -5.261 -1.186 0.120 0.078
H -4.133 -1.788 1.366 0.073
H -5.945 -3.492 -0.448 0.124
H -6.019 -3.429 1.305 0.129
H -4.622 -5.427 0.301 0.127
H -3.798 -4.455 1.510 0.099
H -3.360 -4.487 -1.489 0.100
H -2.148 -4.227 -0.227 0.103
```

expectation value of S² = 0.79
energy relative to the best compared isomer or geometry (same formula, charge and spin) = 0.212 eV
multiplicity = 2
charge = +2
HOMO energy (alpha / beta) = -0.441 / -0.442 Eh
LUMO (alpha / beta) = -4.6 / -6.7 eV
gap between HOMO and LUMO (alpha / beta) = 7.43 / 5.34 eV